C24H28N9ReS2 | ωB97M-V with the def2-TZVPD basis set

The expectation value of S² is 3.80. Its orbital gap (alpha / beta) is 6.950 / 6.001 eV. As for the HOMO energy (alpha / beta): -0.60703 / -0.61499 Eh.

Structure (ORCA input):
```
! RIJCOSX wB97M-V def2-TZVPD def2/J DEFGRID3
* xyz 3 4
Re -0.026 -0.038 0.020
N -1.452 0.255 -4.046
C -1.207 0.495 -2.770
S 0.513 0.599 -2.249
N -2.139 0.683 -1.881
N -1.690 0.977 -0.656
C -2.059 2.124 -0.091
C -3.242 2.853 -0.481
C -3.248 4.249 -0.663
C -4.415 4.898 -1.002
C -5.602 4.183 -1.152
C -5.606 2.802 -0.978
C -4.442 2.139 -0.665
C -1.053 2.639 0.827
C -1.154 3.839 1.528
C -0.027 4.358 2.147
C 1.158 3.636 2.088
C 1.156 2.396 1.468
N 0.087 1.897 0.856
H -0.707 0.285 -4.728
H -2.400 0.253 -4.393
H -2.324 4.805 -0.616
H -4.409 5.965 -1.167
H -6.511 4.702 -1.414
H -6.530 2.254 -1.078
H -4.450 1.073 -0.503
H -2.100 4.350 1.578
H -0.071 5.312 2.648
H 2.069 4.013 2.522
H 2.054 1.791 1.442
C 3.891 -3.163 1.892
N 2.969 -2.493 2.765
C 2.787 -2.772 4.088
C 1.812 -1.957 4.554
N 1.378 -1.182 3.495
C 2.104 -1.531 2.398
S 2.145 -0.826 0.840
C 0.342 -0.236 3.618
C 0.272 0.513 4.794
C -0.820 1.342 4.988
C -1.826 1.346 4.030
C -1.644 0.600 2.881
N -0.561 -0.145 2.640
H 4.662 -3.645 2.488
H 4.355 -2.449 1.211
H 3.364 -3.924 1.312
H 3.348 -3.531 4.597
H 1.386 -1.893 5.536
H 1.066 0.461 5.521
H -0.891 1.957 5.871
H -2.730 1.917 4.170
H -2.400 0.593 2.107
N -1.995 -1.725 0.677
C -2.040 -2.864 -0.243
C -0.600 -3.284 -0.506
N 0.094 -2.114 -1.074
H -1.742 -2.056 1.607
H -2.916 -1.301 0.745
H -2.508 -2.541 -1.176
H -2.614 -3.702 0.164
H -0.564 -4.142 -1.184
H -0.116 -3.560 0.435
H -0.276 -1.977 -2.019
H 1.086 -2.335 -1.201
*
```

C24H29AuClN2P2 | ωB97M-V with the def2-TZVPD basis set

The expectation value of S² is 2.04. Its orbital gap (alpha / beta) is 5.315 / 5.364 eV. As for the HOMO energy (alpha / beta): -0.30376 / -0.36168 Eh.

Structure (ORCA input):
```
! RIJCOSX wB97M-V def2-TZVPD def2/J DEFGRID3
* xyz 1 3
C 4.405 -2.735 -0.692
C 3.706 -1.529 -0.772
C 2.680 -1.369 -1.761
C 2.427 -2.453 -2.664
C 3.154 -3.646 -2.546
C 4.116 -3.790 -1.560
C 1.410 -2.281 -3.670
C 1.123 -0.925 -4.057
C 1.441 0.123 -3.138
C 1.227 1.481 -3.553
C 0.628 1.738 -4.784
C 0.258 0.694 -5.638
C 0.527 -0.624 -5.291
H 5.179 -2.857 0.070
H 2.943 -4.444 -3.262
H 4.647 -4.737 -1.451
H 1.360 -3.044 -4.453
H 0.441 2.775 -5.082
H -0.244 0.921 -6.574
H 0.301 -1.446 -5.969
N 1.899 -0.232 -1.877
Au 0.988 0.756 -0.043
C 4.019 -0.443 0.235
H 4.205 0.524 -0.256
H 4.884 -0.717 0.856
C 1.598 2.653 -2.660
H 2.627 2.553 -2.284
H 1.496 3.605 -3.201
P 2.579 -0.225 1.340
P 0.494 2.691 -1.213
C -1.192 2.814 -1.866
H -1.900 2.555 -1.070
H -1.407 3.835 -2.218
H -1.321 2.096 -2.685
C 0.891 4.205 -0.311
H 0.747 5.093 -0.945
H 0.249 4.270 0.577
H 1.937 4.158 0.020
C 2.242 -1.862 2.037
H 3.140 -2.278 2.519
H 1.443 -1.783 2.785
H 1.912 -2.538 1.236
C 3.090 0.861 2.690
H 2.304 0.852 3.456
H 4.042 0.526 3.126
H 3.190 1.884 2.302
H 0.026 -3.008 -3.206
H -0.660 -3.195 -2.852
Cl -0.786 -0.359 5.306
C -1.113 0.684 3.983
C -1.811 1.881 4.154
C -1.968 2.708 3.044
C -1.350 2.356 1.841
N -0.614 1.248 1.709
C -0.626 0.350 2.710
H -2.205 2.134 5.133
H -2.539 3.635 3.088
H -1.460 3.001 0.961
H -0.191 -0.630 2.531
*
```

C24H29BrF5N2O17 | ωB97M-V with the def2-TZVPD basis set

Its orbital gap is 8.237 eV. As for the HOMO energy: -0.45204 Eh.

Structure (ORCA input):
```
! RIJCOSX wB97M-V def2-TZVPD def2/J DEFGRID3
* xyz 1 1
N 3.077 -0.138 3.276
C 3.778 -0.601 2.118
O 4.533 -1.502 2.208
C 3.603 0.092 0.754
C 2.899 1.476 0.864
C 1.439 1.523 0.357
C 1.105 3.069 0.480
N 0.590 3.178 1.860
C 0.156 2.100 2.368
C 0.278 1.041 1.275
C 0.107 -0.460 1.662
C 0.736 -1.461 0.701
O 1.398 -2.297 1.123
Br 0.426 -1.424 -1.216
H 2.241 -0.678 3.469
H 3.700 -0.202 4.075
H 3.162 -0.579 0.008
H 4.634 0.275 0.417
H 3.525 2.185 0.304
H 2.922 1.836 1.903
H 1.308 1.361 -0.717
H 0.469 3.515 -0.295
H 2.048 3.649 0.515
H 0.573 4.040 2.404
H -0.239 1.933 3.370
H -0.622 1.264 0.659
H 0.427 -0.603 2.698
H -0.979 -0.662 1.655
C 4.666 -4.720 1.810
C 4.014 -5.813 2.611
O 4.853 -6.924 2.366
C 6.103 -6.417 2.127
O 7.099 -7.055 2.145
O 6.046 -5.081 1.875
F 2.768 -6.093 2.148
H 4.340 -4.718 0.768
H 4.498 -3.732 2.233
H 3.968 -5.620 3.685
C -1.271 -0.330 7.086
C -1.543 -0.473 5.613
O -0.252 -0.321 5.043
C 0.639 -0.768 5.989
O 1.771 -1.031 5.761
O 0.050 -0.870 7.201
F -2.341 0.523 5.151
H -1.267 0.712 7.409
H -1.977 -0.886 7.699
H -1.959 -1.438 5.321
C -4.365 -2.645 -3.186
C -3.201 -2.439 -4.112
O -3.035 -1.029 -4.091
C -3.473 -0.611 -2.867
O -3.240 0.456 -2.401
O -4.201 -1.575 -2.249
F -3.502 -2.830 -5.371
H -5.325 -2.539 -3.694
H -4.334 -3.612 -2.687
H -2.276 -2.922 -3.791
C 1.660 6.125 -2.932
C 2.213 7.486 -2.606
O 2.232 7.479 -1.184
C 2.394 6.187 -0.809
O 2.717 5.839 0.284
O 2.148 5.336 -1.840
F 1.389 8.468 -3.029
H 0.568 6.111 -2.932
H 2.017 5.742 -3.885
H 3.221 7.668 -2.982
C -6.260 -0.838 -7.087
C -7.351 0.147 -6.763
O -8.395 -0.685 -6.294
C -7.796 -1.782 -5.746
O -8.335 -2.555 -5.029
O -6.489 -1.870 -6.123
F -7.773 0.801 -7.871
H -6.358 -1.253 -8.092
H -5.264 -0.414 -6.977
H -7.089 0.874 -5.990
*
```